Entry 1:
Below is a structure of composition C28H39F5HfN3O2SbSi at a distorted geometry, with properties calculated with the ωB97M-V functional and the def2-TZVPD basis.

Output
E_HOMO (eV): -13.0
Charge: +2
Kohn-Sham gap (eV): 6.4
Lowest unoccupied orbital energy (eV): -6.583
Strongest force on any atom (Eh/bohr): 0.0205

Geometry as XYZ:
```
80
C28H39F5HfN3O2SbSi, DFT the ωB97M-V functional and the def2-TZVPD basis
Hf 0.1511 -0.0245 0.3730
C 5.0807 -1.5400 0.4577
C 4.9583 -0.2172 -0.2825
C 5.3978 -0.3245 -1.7391
Sb 3.0135 0.6207 -0.1072
C 3.0245 0.6457 2.0856
C 2.2302 -0.5608 2.5850
C 2.6038 1.9224 2.8064
C 3.2364 2.6852 -0.5725
C 2.6770 2.9939 -1.9597
C 4.6799 3.1535 -0.4169
H 6.1213 -1.8709 0.4068
H 4.4665 -2.3093 -0.0067
H 4.8243 -1.4793 1.5157
H 5.5041 0.5795 0.2303
H 4.8763 -1.1426 -2.2360
H 6.4678 -0.5409 -1.7764
H 5.2344 0.5881 -2.3148
H 4.0819 0.4881 2.3068
H 1.1191 -0.4018 2.5463
H 2.3649 -0.7449 3.6540
H 2.4125 -1.4933 2.0432
H 1.5400 2.1369 2.7355
H 3.1246 2.8070 2.4405
H 2.8244 1.8290 3.8733
H 2.6125 3.1673 0.1831
H 3.2722 2.5275 -2.7481
H 2.6994 4.0710 -2.1379
H 1.6420 2.6680 -2.0810
H 5.3506 2.6890 -1.1415
H 5.0884 2.9738 0.5800
H 4.7296 4.2310 -0.5894
C -3.6977 1.0416 -2.3784
N -3.5918 0.3501 -1.0726
C -4.6950 -0.0186 -0.3418
C -4.5937 -0.6296 0.8544
C -3.2854 -0.8961 1.3643
N -2.2225 -0.5103 0.6413
C -2.3922 0.0913 -0.5377
O -1.2971 0.4015 -1.1244
N -3.0988 -1.5161 2.5158
H -4.7336 0.9703 -2.6942
H -3.0537 0.5424 -3.0957
H -3.4026 2.0817 -2.2701
H -5.6487 0.2051 -0.7994
H -5.4815 -0.9211 1.3949
H -3.8834 -1.8077 3.0759
H -2.1717 -1.7434 2.8388
F -2.9881 4.9186 3.8918
C -2.2232 4.2266 3.0678
C -1.6031 4.8662 2.0005
F -1.7820 6.1609 1.8312
C -0.8030 4.1589 1.1102
F -0.2091 4.7815 0.1031
C -0.6368 2.7979 1.2907
O 0.1298 1.9911 0.5214
C -1.2478 2.1956 2.3695
F -0.9700 0.8513 2.5136
C -2.0440 2.8642 3.2707
F -2.6192 2.2345 4.2837
C -0.4508 -3.6931 1.4991
Si 0.1356 -2.7556 -0.0265
C -1.0454 -3.1589 -1.4284
C 1.8166 -3.4412 -0.5112
C 2.3439 -3.1658 -1.7794
C 3.5003 -3.7811 -2.2348
C 4.1739 -4.6800 -1.4143
C 3.6944 -4.9442 -0.1408
C 2.5272 -4.3267 0.3037
H -0.1401 -4.7396 1.4598
H -1.5446 -3.6879 1.5209
H -0.0787 -3.2874 2.4448
H -1.0417 -4.2333 -1.6267
H -0.7695 -2.6480 -2.3527
H -2.0708 -2.8708 -1.1751
H 1.8173 -2.4933 -2.4525
H 3.8600 -3.5841 -3.2370
H 5.0671 -5.1758 -1.7713
H 4.2135 -5.6451 0.4998
H 2.1524 -4.5848 1.2880
```

***

Entry 2:
Below is an isolated molecule of C5H9N3 at a distorted geometry, with properties calculated with the ωB97M-V functional and the def2-TZVPD basis.

Output
E_HOMO (eV): -8.3
SMILES: C=C1NC=N[C@H]1CN
Charge: 0
Kohn-Sham gap (eV): 9.4
Lowest unoccupied orbital energy (eV): 1.064
Strongest force on any atom (Eh/bohr): 0.1097

Geometry as XYZ:
```
17
C5H9N3, DFT the ωB97M-V functional and the def2-TZVPD basis
C -1.2068 -0.9447 1.4717
C -0.9406 -0.4039 0.3324
N -1.8212 0.4485 -0.3241
C -1.1132 0.8025 -1.4867
N -0.0334 0.2098 -1.7765
C 0.2616 -0.7160 -0.6104
C 1.6553 -0.3031 -0.0418
N 1.5880 1.0306 0.5882
H -2.1638 -0.8397 2.0755
H -0.7306 -1.8277 1.9899
H -2.4660 0.9995 0.1562
H -1.6555 1.5051 -2.1357
H 0.2196 -1.7150 -0.9448
H 1.9070 -0.9137 0.8186
H 2.5134 -0.3482 -0.8314
H 2.5822 1.2959 0.9017
H 1.4039 1.7200 -0.1826
```

***

Entry 3:
Below is a cluster of 7 separate species, C24H46ClO24P2 in total at a distorted geometry, with properties calculated with the ωB97M-V functional and the def2-TZVPD basis.

Output
E_HOMO (eV): -6.2
Charge: -1
Kohn-Sham gap (eV): 8.1
Lowest unoccupied orbital energy (eV): 1.929
Strongest force on any atom (Eh/bohr): 0.1166

Geometry as XYZ:
```
97
C24H46ClO24P2, DFT the ωB97M-V functional and the def2-TZVPD basis
Cl 0.7571 0.3978 1.3347
O 0.8426 1.2293 0.1036
O 1.3899 -0.8567 0.9597
O 1.4956 0.9515 2.4873
O -0.6587 0.1944 1.6212
C 3.7999 -4.9474 4.4043
C 2.6622 -4.4092 5.3655
O 1.5097 -5.1120 4.9616
C 1.7467 -5.9149 3.9415
O 0.9460 -6.6114 3.2919
O 3.0268 -5.8286 3.6154
H 4.5818 -5.5300 4.8913
H 4.1897 -4.1944 3.7193
H 2.5074 -3.3467 5.1775
H 2.9010 -4.5597 6.4184
C -1.0739 2.3479 -6.2855
C 0.4690 2.3374 -6.3677
O 0.6699 3.6904 -6.7366
C -0.4067 4.2567 -7.2257
O -0.5575 5.4415 -7.5495
O -1.4044 3.3590 -7.1724
H -1.4634 2.5032 -5.2794
H -1.3174 1.3724 -6.7065
H 0.8275 1.7300 -7.1987
H 0.9455 2.0807 -5.4216
C 5.0080 -1.8368 -3.5008
C 6.4960 -1.6146 -3.5965
O 6.6341 -1.3375 -4.9487
C 5.5498 -1.8351 -5.6230
O 5.4311 -1.8605 -6.8803
O 4.4898 -1.8764 -4.8009
H 4.4985 -0.9882 -3.0441
H 4.7933 -2.7351 -2.9219
H 6.9220 -2.4076 -2.9819
H 6.6977 -0.7437 -2.9729
C -3.7004 -0.1697 7.5835
C -3.5953 -1.6945 7.6065
O -3.8725 -2.0465 8.9853
C -3.5884 -0.9727 9.7123
O -3.3808 -0.9211 10.9449
O -3.6149 0.0883 8.9658
H -4.6983 0.1767 7.3143
H -2.9775 0.2838 6.9055
H -2.6367 -2.1481 7.3546
H -4.4570 -2.0451 7.0385
C -0.4728 6.6658 5.6028
C -0.4254 8.1220 5.0567
O 0.6969 8.9756 5.4061
P 1.7030 9.8166 4.4027
O 1.0360 10.8284 3.4774
O 2.8017 10.3966 5.4273
C 2.6929 11.5609 6.1463
C 4.0449 12.1861 6.6089
O 2.4092 8.6184 3.6127
C 3.0326 7.5636 4.3449
C 4.3675 8.0088 4.8839
H 0.4048 6.0433 5.4286
H -0.6803 6.6944 6.6725
H -1.3592 6.1575 5.2232
H -0.3897 8.0976 3.9676
H -1.3454 8.6980 5.1559
H 2.1735 12.3419 5.5910
H 2.0946 11.3118 7.0227
H 4.6581 11.3955 7.0414
H 4.5308 12.8083 5.8574
H 3.8714 12.8956 7.4180
H 2.3836 7.1657 5.1250
H 3.0947 6.7742 3.5958
H 4.6013 8.7898 4.1604
H 4.4087 8.4393 5.8844
H 5.0691 7.1790 4.7985
C -6.7126 -5.0977 -7.4838
C -6.2446 -6.5512 -7.8556
O -5.4618 -7.1530 -6.8557
P -3.8879 -7.0303 -6.7691
O -3.1272 -6.6706 -7.9963
O -3.5934 -8.5251 -6.2772
C -3.5405 -9.6519 -7.1643
C -3.2989 -10.9425 -6.3453
O -3.7013 -6.1544 -5.4190
C -2.3192 -5.8105 -5.1161
C -1.8417 -6.4560 -3.7790
H -5.9931 -4.3571 -7.1345
H -7.2006 -4.7409 -8.3908
H -7.5204 -5.1727 -6.7560
H -7.1928 -7.0876 -7.8203
H -5.9389 -6.4752 -8.8991
H -4.4609 -9.7540 -7.7393
H -2.8894 -9.5849 -8.0359
H -2.3715 -10.7515 -5.8054
H -4.0021 -11.1591 -5.5411
H -3.3470 -11.6862 -7.1408
H -1.6052 -6.1784 -5.8530
H -2.2705 -4.7219 -5.0934
H -1.8337 -7.5455 -3.7469
H -0.9038 -6.0797 -3.3705
H -2.5284 -6.0942 -3.0137
```